Entry 1:
ORCA calculation (wB97M-V/def2-TZVPD) on a single C6H12ClN molecule.

Output
SMILES: C[C@H]1[C@@H](C)N[C@@H]1CCl
HOMO level (eV): -8.99
Relative energy (zero: lowest compared OMol25 entry of this formula, charge and spin) (eV): 1.005
LUMO energy (eV): 0.97

ORCA input file:
```
! RIJCOSX wB97M-V def2-TZVPD def2/J DEFGRID3
* xyz 0 1
C 0.33469 -0.96929 1.67922
C 0.50482 -0.56064 0.24257
C -0.82474 -0.33723 -0.57693
C -2.11672 -0.95962 -0.21453
N -0.70580 1.06643 -0.28407
C 0.71483 0.95898 0.09754
C 1.59198 1.41459 -1.03369
Cl 3.29410 1.15448 -0.59314
H -0.44647 -0.38250 2.16462
H 0.04578 -2.02267 1.81569
H 1.24186 -0.81954 2.26988
H 1.31748 -1.11417 -0.27685
H -0.62467 -0.58119 -1.62683
H -2.93950 -0.45968 -0.71673
H -2.28972 -1.01325 0.85570
H -2.05181 -1.99330 -0.60875
H -0.86568 1.77677 -0.99722
H 0.92727 1.50546 1.02458
H 1.40679 0.85027 -1.96099
H 1.48551 2.48608 -1.26006
*
```

=====

Entry 2:
ORCA calculation (wB97M-V/def2-TZVPD) on 2 unconnected molecules or ions with the total composition CH6OS2.

Output
SMILES: CSS.O
HOMO level (eV): -9.11
Relative energy (zero: lowest compared OMol25 entry of this formula, charge and spin) (eV): 0.178
LUMO energy (eV): 0.73

ORCA input file:
```
! RIJCOSX wB97M-V def2-TZVPD def2/J DEFGRID3
* xyz 0 1
C -0.69865 2.14225 1.40559
S -0.45697 0.75560 0.30487
S -0.53298 1.48930 -1.55517
H 0.02422 2.12752 2.22309
H -1.70500 2.24077 1.76357
H -0.53130 3.10265 0.89957
H -1.83447 1.35425 -1.90411
O 2.49935 -5.55557 0.95648
H 3.20373 -5.30859 0.33677
H 2.49079 -6.51536 0.87106
*
```

=====

Entry 3:
ORCA calculation (wB97M-V/def2-TZVPD) on a single C7H8N2S molecule.

Output
HOMO level (alpha / beta) (eV): -9.08 / -8.13
Relative energy (zero: lowest compared OMol25 entry of this formula, charge and spin) (eV): 4.283
LUMO energy (alpha / beta) (eV): -1.23 / -1.09

ORCA input file:
```
! RIJCOSX wB97M-V def2-TZVPD def2/J DEFGRID3
* xyz 0 1
C 2.76767 -1.39932 1.68743
C -0.49737 -1.23753 0.21153
C 0.93421 0.21308 1.74863
C 0.09717 1.06817 0.78174
C 2.09097 -0.46209 0.92783
C -0.34958 0.02742 -0.16486
C -1.65776 -0.99208 -2.27326
N 3.31852 -2.10125 2.39954
N -0.50720 -2.37807 0.32969
S -0.98314 0.57173 -1.70216
H 1.43322 0.76479 2.63888
H 0.14371 -0.55202 2.23208
H -0.75330 1.54006 1.37596
H 0.57818 1.95671 0.39331
H 2.40409 -0.07467 0.00442
H -2.28156 -1.41974 -1.44343
H -0.88554 -1.78456 -2.48035
H -2.29506 -0.88093 -3.12808
*
```

=====

Entry 4:
ORCA calculation (wB97M-V/def2-TZVPD) on 3 unconnected molecules or ions with the total composition CH6NS2.

Output
HOMO level (eV): -15.35
Relative energy (zero: lowest compared OMol25 entry of this formula, charge and spin) (eV): 1.015
LUMO energy (eV): -5.06

ORCA input file:
```
! RIJCOSX wB97M-V def2-TZVPD def2/J DEFGRID3
* xyz 1 1
C 0.15697 -0.15006 -0.58201
N 0.84018 0.84392 -0.05143
S -1.60745 0.03204 -0.64217
S 0.99636 -1.56665 -1.07272
H -0.58854 0.34232 2.37126
H 1.85476 0.80968 -0.11704
H -0.35708 1.14628 2.13753
H 0.37415 1.71153 0.29690
H -1.66104 -1.28063 -0.48837
H -0.00831 -1.88844 -1.85196
*
```

=====

Entry 5:
ORCA calculation (wB97M-V/def2-TZVPD) on 2 unconnected molecules or ions with the total composition C2H7N3O2.

Output
HOMO level (alpha / beta) (eV): -3.46 / -8.18
Relative energy (zero: lowest compared OMol25 entry of this formula, charge and spin) (eV): 4.006
LUMO energy (alpha / beta) (eV): -0.06 / -4.25

ORCA input file:
```
! RIJCOSX wB97M-V def2-TZVPD def2/J DEFGRID3
* xyz 0 3
C -2.07663 0.63226 -0.11591
C -1.49326 -0.67287 0.47798
N -1.30245 -1.80914 0.02444
N 1.71855 -0.23369 0.04324
N 3.13272 -0.28290 -0.20901
O -1.25057 1.43659 -0.55261
O -3.39711 0.86358 -0.02920
H -0.82596 -0.12800 1.25429
H -0.42851 -2.11821 0.45068
H 1.46499 0.76223 0.52800
H 1.10986 -0.47405 -0.81449
H 3.54021 0.19333 0.49859
H 3.43085 0.07201 -1.14471
H -3.62267 1.75887 -0.41128
*
```

=====

Entry 6:
ORCA calculation (wB97M-V/def2-TZVPD) on a molecular structure, C6H4HgO6.

Output
HOMO level (eV): -18.94
LUMO energy (eV): -9.51

ORCA input file:
```
! RIJCOSX wB97M-V def2-TZVPD def2/J DEFGRID3
* xyz 2 1
O -0.02163 3.77712 -2.03216
C -0.01753 2.67315 -1.68382
Hg 0.01586 0.72483 -1.02339
O -0.02248 -1.47682 -3.99518
C -0.02154 -0.83072 -3.07727
C -0.03131 -2.40764 0.11165
O -0.02033 -3.46583 0.56451
C -2.42150 0.04693 -0.66318
O -3.53240 -0.24621 -0.62231
C 2.39153 0.04362 -0.66983
O 3.49510 -0.24381 -0.61509
C 0.22422 -0.02221 2.45700
O -0.01375 1.07981 1.57758
H 1.11709 -0.53798 2.14388
H -0.55900 -0.77693 2.49595
H 0.39683 0.39273 3.44712
H -0.97914 1.26996 1.58454
*
```

=====

Entry 7:
ORCA calculation (wB97M-V/def2-TZVPD) on 2 unconnected molecules or ions with the total composition C11H19ClF2NO7S.

Output
HOMO level (eV): -2.97
Relative energy (zero: lowest compared OMol25 entry of this formula, charge and spin) (eV): 8.652
LUMO energy (eV): 1.39

ORCA input file:
```
! RIJCOSX wB97M-V def2-TZVPD def2/J DEFGRID3
* xyz -1 1
C 0.25711 -3.68565 0.12797
C 0.99142 -2.22638 -0.02443
O 0.91591 -1.52534 1.27927
C 2.60330 -2.33798 -0.45020
N 2.98657 -1.04251 -1.13628
C 3.55384 -0.01794 -0.17391
C 2.41403 1.15365 0.15427
O 1.24351 0.91038 -0.70939
C 0.21473 1.94159 -0.50767
O 0.27288 2.66499 -1.81934
S -1.31889 2.49339 -2.40800
O -1.94826 3.60001 -3.28762
O -1.30712 1.27684 -3.36474
O -2.15226 2.36996 -0.90468
C -1.30225 1.50050 -0.02431
C -1.86215 -0.00068 -0.40655
C -3.49432 -0.13090 -0.46244
F -3.93343 -1.25339 0.44864
C -1.60724 1.54624 1.60900
C -1.06672 2.90509 2.34885
O -1.79984 4.04968 2.38270
Cl 0.61460 2.76559 3.19833
H 0.23914 -3.93862 1.28057
H 0.82133 -4.50288 -0.51954
H -0.83444 -3.58660 -0.28875
H 0.49717 -1.58397 -0.89186
H 1.51510 -2.04490 1.91067
H 3.17294 -2.55214 0.55181
H 2.70375 -3.25810 -1.19133
H 3.63419 -1.20562 -1.95024
H 3.82877 -0.49736 0.87046
H 4.55149 0.48049 -0.59425
H 2.89582 2.23021 0.00534
H 2.05043 1.12228 1.27921
H 0.73770 2.71083 0.21326
H -1.36751 -0.44060 -1.39822
H -1.48658 -0.72020 0.46871
H -3.85054 -0.37541 -1.55947
H -4.08580 0.81196 -0.10249
H -1.04722 0.63505 2.13878
H -2.76536 1.43705 1.77943
F -5.48580 -1.67866 2.12848
*
```

=====

Entry 8:
ORCA calculation (wB97M-V/def2-TZVPD) on a molecular structure, C5H8O.

Output
HOMO level (eV): -8.86
Relative energy (zero: lowest compared OMol25 entry of this formula, charge and spin) (eV): 3.383
LUMO energy (eV): 1.07

ORCA input file:
```
! RIJCOSX wB97M-V def2-TZVPD def2/J DEFGRID3
* xyz 0 1
C -1.36137 -0.40307 -0.96303
C -0.59522 -0.69814 0.29959
C 0.86283 -0.45523 0.30669
C 1.21034 0.94519 -0.15687
O 0.13449 1.56675 0.56407
C -0.11720 0.34700 1.24273
H -1.04491 0.54106 -1.41515
H -2.43711 -0.36323 -0.79246
H -1.14354 -1.20738 -1.67576
H -0.89926 -1.59803 0.82644
H 1.57905 -1.20863 0.62616
H 1.18424 1.10779 -1.23572
H 2.15042 1.31643 0.26836
H 0.47723 0.10949 2.10498
*
```

=====

no.,strongest force on any atom (eV/A)
1,1.84
2,1.53
3,4.66
4,3.33
5,8.07
6,7.89
7,9.93
8,2.14